*i*
ORCA calculation (ωB97M-V/def2-TZVPD) on an isolated molecule of C4H4N2OS.

Each line ends with the Mulliken charge.
Cartesian coordinates (Å):
O (-0.93158, -1.97560, 0.41250)  -0.34
N (-0.67431, -0.57853, -0.01273)  0.14
C (-1.60105, 0.13598, -0.65277)  0.08
N (-1.11777, 1.19155, -1.19011)  -0.54
C (0.28537, 1.11885, -0.99062)  -0.15
C (0.61193, 0.09827, -0.10181)  0.31
C (1.70095, -0.12255, 0.73152)  -0.55
S (2.88594, 1.01548, 1.11264)  -0.20
H (-0.90438, -1.85230, 1.34890)  0.35
H (-2.82410, -0.09073, -0.56546)  0.28
H (0.79013, 2.12652, -1.36217)  0.33
H (1.77885, -1.06693, 1.27010)  0.30

Values from the calculation:
Structure (SMILES): On1cncc1C=S
Multiplicity: 1
M: 128.156 g/mol
Kohn-Sham gap: 7.707 eV



*ii*
ORCA calculation (ωB97M-V/def2-TZVPD) on an isolated molecule of C4H4N2OS.

Each line ends with the Mulliken charge.
Cartesian coordinates (Å):
N (-3.83197, 0.28543, -0.16322)  -0.36
C (-2.78518, -0.19793, -0.33494)  0.08
C (-1.36265, -0.87812, -0.40431)  -0.36
C (-0.34587, -0.26152, 0.24330)  0.50
N (-0.14030, 1.00345, 0.86326)  -0.59
S (1.38188, -1.16593, 0.22283)  -0.12
C (2.75691, -0.04308, -0.11681)  0.21
O (2.63023, 1.13623, -0.69112)  -0.52
H (-1.47908, -2.06627, -0.45955)  0.27
H (-1.00201, 1.61217, 0.76310)  0.30
H (0.60163, 1.40434, 0.20456)  0.33
H (3.57642, -0.82877, -0.12710)  0.26

Values from the calculation:
Structure (SMILES): N#C/C=C(\N)SC=O
Multiplicity: 1
M: 128.156 g/mol
Kohn-Sham gap: 9.257 eV



*iii*
ORCA calculation (ωB97M-V/def2-TZVPD) on an isolated molecule of C4H4N2OS.

Each line ends with the Mulliken charge.
Cartesian coordinates (Å):
S (2.33579, -1.34415, -0.26400)  -0.20
C (2.15274, 0.27777, -0.07674)  -0.02
O (1.01140, 1.00646, 0.14007)  -0.31
C (-0.33957, 0.52286, 0.25000)  0.35
C (-0.99734, 0.13099, -1.04996)  -0.21
N (-1.73767, -0.91484, -0.99690)  -0.34
N (-1.64981, -1.40324, 0.38839)  -0.30
C (-0.86259, -0.61600, 1.04680)  -0.43
H (2.93990, 0.99928, -0.04275)  0.37
H (-0.89085, 1.50153, 0.38827)  0.31
H (-1.11232, 0.82920, -1.88771)  0.41
H (-0.84967, -0.98986, 2.10452)  0.39

Values from the calculation:
Structure (SMILES): S=COC1C=NN=C1
Multiplicity: 1
M: 128.156 g/mol
Kohn-Sham gap: 9.305 eV



Stability ranking, top entry: *ii*; the second entry is 15.0 kJ/mol less favorable.